{
  "formula": "C3H4FO3Tl",
  "method": "ωB97M-V/def2-TZVPD",
  "symbols": ["F", "O", "C", "C", "O", "O", "C", "Tl", "H", "H", "H", "H"],
  "coordinates": [[2.04963, 0.70687, -2.97428], [-0.93918, -0.76315, -0.00784], [-0.75480, -0.28131, 1.18820], [0.09961, -0.23418, -0.92352], [-1.47587, -0.54374, 2.14595], [0.25996, 0.53143, 1.28188], [0.87121, 0.73075, -0.01945], [-3.04599, -1.58536, 2.52984], [-0.42806, 0.26148, -1.74141], [0.69201, -1.09130, -1.25296], [0.73900, 1.78060, -0.29296], [1.93248, 0.48791, 0.06655]],
  "homo_ev": [-14.48, -14.48],
  "charge": 1,
  "orbital_gap_ha": [0.390, 0.248],
  "spin_multiplicity": 2,
  "e_lumo_ev": [-3.9, -7.7]
}

{
  "formula": "C3H4HgLiO3",
  "method": "ωB97M-V/def2-TZVPD",
  "symbols": ["O", "C", "C", "O", "O", "C", "H", "H", "H", "H", "Li", "Hg"],
  "coordinates": [[-1.14807, -1.11314, 0.41623], [-0.64397, 0.06321, 0.49621], [0.03683, -2.04420, 0.04760], [-1.07734, 1.10901, 0.98919], [0.55116, 0.15014, -0.06379], [0.91464, -1.14113, -0.75858], [0.47108, -2.37951, 0.99879], [-0.37204, -2.88704, -0.51807], [0.49869, -1.11065, -1.77881], [0.57303, 3.62839, -1.00132], [2.99336, -1.27864, -0.98457], [-0.01558, 2.22242, -0.33645]],
  "homo_ev": -13.27,
  "de_lowest_kcal_mol": 0.0,
  "charge": 1,
  "orbital_gap_ha": 0.336,
  "e_lumo_ev": -4.1
}

{
  "formula": "C3H4HgO2",
  "method": "ωB97M-V/def2-TZVPD",
  "symbols": ["H", "C", "C", "O", "C", "O", "Hg", "H", "H", "H"],
  "coordinates": [[0.84196, -0.53369, 1.93662], [1.01472, -0.01517, 0.97273], [0.00611, -0.47437, -0.04904], [-0.86426, 0.63679, -0.45777], [-1.46546, 0.67216, -1.71304], [-2.17134, -0.30966, -1.98762], [0.76351, 2.37677, 1.30839], [2.04242, -0.22251, 0.61388], [-0.65196, -1.26931, 0.34029], [0.48431, -0.86102, -0.96443]],
  "homo_ev": [-2.50, -1.95],
  "de_lowest_kcal_mol": 2.9,
  "charge": -1,
  "orbital_gap_ha": [0.224, 0.155],
  "spin_multiplicity": 2,
  "e_lumo_ev": [3.6, 2.3]
}

{
  "formula": "C3H4HgO2",
  "method": "ωB97M-V/def2-TZVPD",
  "symbols": ["C", "O", "C", "C", "O", "Hg", "H", "H", "H", "H"],
  "coordinates": [[0.45104, -2.18806, 0.03075], [0.45926, 0.96163, -1.06382], [0.01439, 1.01937, 0.31252], [-0.64862, -0.21286, 0.63237], [0.49754, -1.04738, 0.92507], [1.99521, -0.51300, -0.43870], [0.50137, 1.83902, -1.45208], [-0.51637, 1.94694, 0.54160], [-1.62157, -0.19133, 0.10702], [-1.13224, -1.61433, 0.40526]],
  "homo_ev": [-7.06, -7.12],
  "de_lowest_kcal_mol": 223.9,
  "orbital_gap_ha": [0.205, 0.224],
  "e_lumo_ev": [-1.5, -1.0]
}

{
  "formula": "C3H4IN",
  "method": "ωB97M-V/def2-TZVPD",
  "symbols": ["C", "C", "C", "N", "I", "H", "H", "H", "H"],
  "coordinates": [[-0.03500, 0.03217, -1.58141], [0.53451, -0.49171, 0.83691], [-0.34037, -0.00871, -0.21388], [0.21077, 0.10805, -2.69332], [-2.37163, 0.10258, 0.12851], [0.42008, 0.01773, 1.89523], [0.10300, -1.43079, 0.87185], [1.61679, -0.65254, 0.63605], [-0.13815, 2.32322, 0.12006]],
  "homo_ev": [-10.11, -8.68],
  "de_lowest_kcal_mol": 92.2,
  "orbital_gap_ha": [0.324, 0.287],
  "e_lumo_ev": [-1.3, -0.9]
}

{
  "formula": "C3H4INOS",
  "method": "ωB97M-V/def2-TZVPD",
  "symbols": ["C", "C", "C", "N", "O", "S", "I", "H", "H", "H", "H"],
  "coordinates": [[0.39555, -1.39073, -0.06797], [0.63820, 0.76900, 0.72316], [-1.24829, 0.34209, -0.98227], [1.23761, -0.47332, 0.29975], [0.00296, -2.46626, -0.20903], [-0.12878, 1.63158, -0.76009], [-2.90251, 0.22705, 0.37427], [-0.21832, 0.54919, 1.27139], [1.40675, 1.44749, 1.15068], [-1.39667, 0.05342, -2.09669], [2.21350, -0.68950, 0.29681]],
  "homo_ev": -7.29,
  "de_lowest_kcal_mol": 69.9,
  "orbital_gap_ha": 0.266,
  "e_lumo_ev": -0.1
}

{
  "formula": "C3H4InLiO4",
  "method": "ωB97M-V/def2-TZVPD",
  "symbols": ["H", "C", "C", "O", "H", "H", "O", "C", "O", "Li", "H", "In", "O"],
  "coordinates": [[-2.41650, 0.91548, 1.21240], [-1.68236, 0.56779, 0.47370], [-2.33360, -0.18861, -0.61382], [-1.74361, -0.93021, 0.44549], [-3.42407, -0.27088, -0.65074], [-1.83672, -0.29789, -1.58371], [1.28524, -0.61758, 0.17410], [2.39462, -0.04293, 0.40126], [3.49927, -0.44923, -0.12548], [-0.09527, -1.84842, 0.37152], [3.69831, 0.69382, -0.50207], [0.29745, 1.22785, 0.31377], [2.35723, 1.24081, 0.08356]],
  "homo_ev": -20.28,
  "de_lowest_kcal_mol": 29.3,
  "charge": 2,
  "orbital_gap_ha": 0.357,
  "e_lumo_ev": -10.6
}

{
  "formula": "C3H4LaLiO4",
  "method": "ωB97M-V/def2-TZVPD",
  "symbols": ["O", "C", "C", "O", "O", "C", "La", "H", "H", "Li", "O", "H", "H"],
  "coordinates": [[0.15504, 0.21534, -0.93581], [-0.90252, -0.66012, -0.70935], [0.76437, 0.91006, -0.00303], [-1.33541, -1.12510, -1.77591], [-1.30609, -0.80339, 0.44043], [2.04917, 0.71311, 0.49033], [-2.77078, -2.93909, -3.28948], [2.67910, 1.60277, 0.49740], [2.55590, -0.16076, 0.07551], [-2.26430, -1.99298, 1.50358], [0.06763, 1.42785, 1.06022], [-0.90743, 1.43427, 0.92078], [1.21530, 1.37802, 1.72534]],
  "homo_ev": -22.68,
  "charge": 4,
  "orbital_gap_ha": 0.124,
  "e_lumo_ev": -19.3
}

{
  "formula": "C3H4LiNaO3",
  "method": "ωB97M-V/def2-TZVPD",
  "symbols": ["O", "C", "C", "H", "H", "H", "H", "Li", "O", "C", "O", "Na"],
  "coordinates": [[-2.07864, -0.56386, -0.02738], [-2.33585, 0.68935, -0.20363], [-3.55862, 1.19979, 0.35980], [-0.32289, 0.71384, 0.23961], [-2.16948, 0.97769, -1.25843], [-4.31646, 0.49139, 0.69911], [-3.91832, 2.18082, 0.04611], [-1.30883, -2.22777, -0.56842], [0.34734, -1.58094, -0.02532], [0.48054, -0.33015, 0.05230], [1.54986, 0.23296, -0.26531], [3.27315, 1.24116, 0.51919]],
  "homo_ev": [-12.59, -12.50],
  "de_lowest_kcal_mol": 47.4,
  "charge": 1,
  "orbital_gap_ha": [0.328, 0.268],
  "spin_multiplicity": 2,
  "e_lumo_ev": [-3.7, -5.2]
}

{
  "formula": "C3H4LiNdO5",
  "method": "ωB97M-V/def2-TZVPD",
  "symbols": ["O", "C", "C", "O", "H", "H", "H", "Nd", "O", "C", "O", "O", "Li", "H"],
  "coordinates": [[-3.24355, -2.08185, 0.07778], [-2.22331, -1.13102, 0.00524], [-2.65682, 0.17230, -0.56033], [-1.89354, 1.11316, -0.75722], [-3.70922, -2.00682, 0.91583], [-1.71738, -0.95400, 0.96990], [-3.66992, 0.20359, -1.00926], [0.57655, 1.99199, -0.56529], [0.43009, -1.41715, -2.23093], [1.60894, -1.00830, -2.13921], [1.88556, 0.11392, -1.46857], [2.64196, -1.65020, -2.52429], [3.73803, -0.28058, -1.78589], [-1.35922, -1.51324, -0.69605]],
  "homo_ev": [-11.26, -11.29],
  "charge": 1,
  "orbital_gap_ha": [0.222, 0.223],
  "spin_multiplicity": 5,
  "e_lumo_ev": [-5.2, -5.2]
}

{
  "formula": "C3H4LiO3Tl",
  "method": "ωB97M-V/def2-TZVPD",
  "symbols": ["O", "C", "C", "O", "C", "O", "Li", "Tl", "H", "H", "H", "H"],
  "coordinates": [[0.71649, 0.06821, -1.30666], [0.37258, 0.98403, -0.32034], [-0.76631, 0.59351, 0.57961], [-0.33401, -0.66267, 1.93925], [-0.21243, -1.83173, 1.58189], [-0.31912, -2.46818, 0.58258], [2.06827, 0.48516, -2.37546], [-0.08841, -1.88239, -1.60523], [0.07577, 1.96997, -0.74248], [1.23791, 1.20021, 0.34040], [-1.63998, 0.14446, 0.09142], [-1.11077, 1.39943, 1.23502]],
  "homo_ev": [-11.74, -13.28],
  "de_lowest_kcal_mol": 42.5,
  "charge": 1,
  "orbital_gap_ha": [0.271, 0.315],
  "spin_multiplicity": 2,
  "e_lumo_ev": [-4.4, -4.7]
}

{
  "formula": "C3H4N2",
  "method": "ωB97M-V/def2-TZVPD",
  "symbols": ["H", "N", "C", "C", "C", "N", "H", "H", "H"],
  "coordinates": [[0.89812, -0.54997, 1.29167], [1.44209, -0.57884, 0.42507], [1.28525, 0.46379, -0.30321], [-0.06848, 0.82231, -0.82592], [-1.03875, -0.20185, -0.47630], [-1.14807, -1.30257, -0.05813], [2.13905, 0.84363, -0.87633], [-0.70056, 1.51841, -0.09887], [-0.06886, 1.04284, -1.90099]],
  "homo_ev": [-9.49, -9.49],
  "de_lowest_kcal_mol": 74.3,
  "orbital_gap_ha": [0.353, 0.353],
  "e_lumo_ev": [0.1, 0.1]
}

Please write out number 8 again, unchanged.
{
  "formula": "C3H4LaLiO4",
  "method": "ωB97M-V/def2-TZVPD",
  "symbols": ["O", "C", "C", "O", "O", "C", "La", "H", "H", "Li", "O", "H", "H"],
  "coordinates": [[0.15504, 0.21534, -0.93581], [-0.90252, -0.66012, -0.70935], [0.76437, 0.91006, -0.00303], [-1.33541, -1.12510, -1.77591], [-1.30609, -0.80339, 0.44043], [2.04917, 0.71311, 0.49033], [-2.77078, -2.93909, -3.28948], [2.67910, 1.60277, 0.49740], [2.55590, -0.16076, 0.07551], [-2.26430, -1.99298, 1.50358], [0.06763, 1.42785, 1.06022], [-0.90743, 1.43427, 0.92078], [1.21530, 1.37802, 1.72534]],
  "homo_ev": -22.68,
  "charge": 4,
  "orbital_gap_ha": 0.124,
  "e_lumo_ev": -19.3
}